(1)
The following is a DFT calculation (ωB97M-V with the def2-TZVPD basis set) of C15H21IrN6O3SSe3Te as an isolated structure.

Each line ends with the Mulliken charge.
Element x y z (Å)
1 C 2.1537 -0.1537 -1.1794  -0.16
2 C -0.9531 5.3108 -0.0204  -0.77
3 N -1.2676 3.1081 0.7412  -0.61
4 H -1.4616 -1.9119 3.4002  0.13
5 C 2.5428 0.9252 -0.3962  -0.51
6 H -2.8380 -3.7637 2.5999  0.39
7 H -2.8386 4.4157 0.5659  0.45
8 C -1.1399 -4.0886 -1.0683  -1.22
9 C 0.3956 5.0049 -0.1506  -0.10
10 C 3.9113 1.7505 -2.1777  -0.75
11 C -1.8088 -1.8944 -1.9485  -0.95
12 N -1.2965 -2.8673 1.5242  0.28
13 S 1.8769 1.0936 1.2246  1.12
14 H 4.5955 2.4931 -2.5716  0.28
15 C 3.5349 0.6708 -2.9764  1.10
16 C 2.6470 -0.2801 -2.4629  -0.82
17 N 0.9240 3.8262 0.1486  -0.37
18 C -2.2164 -3.9752 1.7270  -1.19
19 Se -1.2525 1.1390 3.8852  -0.30
20 H -0.4745 -4.0641 -1.9343  0.37
21 H -0.8597 -1.5970 -2.4059  0.27
22 H 3.9968 -0.3670 -4.6661  0.23
23 H 3.6950 2.7148 -0.2644  0.47
24 O 2.6718 2.0433 1.9493  -0.71
25 C 3.4162 1.8800 -0.8918  -0.32
26 H -2.8639 -4.0980 0.8638  0.39
27 Te -3.2553 0.5142 5.1969  0.00
28 H -0.1787 -3.1291 3.2605  0.38
29 N 3.9931 0.5672 -4.2892  -0.59
30 Se -5.0821 0.5917 3.4455  -0.16
31 C -1.3089 -2.1143 0.3965  0.37
32 H 4.8565 1.0517 -4.4759  0.23
33 H 2.3508 -1.1200 -3.0813  0.28
34 H -1.9683 -4.7633 -1.2940  0.31
35 C 0.0714 2.9051 0.6055  0.59
36 C -0.6976 -2.3253 2.7348  -0.57
37 H -2.3447 -0.9939 -1.6644  0.26
38 H -1.3407 6.2867 -0.2685  0.37
39 H 1.4687 -0.8855 -0.7696  0.38
40 H -0.5842 -4.4818 -0.2220  0.44
41 H 0.0202 -1.5503 2.4819  0.06
42 H -2.3981 -2.4454 -2.6812  0.37
43 H -1.6824 -4.9112 1.9081  0.31
44 Se -4.0432 0.6778 1.3858  -0.14
45 O -1.0563 -0.8960 0.3971  -0.72
46 C -1.7694 4.2933 0.4377  -0.04
47 Ir -1.6977 0.9822 1.5430  1.86
48 H 1.0922 5.7524 -0.5168  0.41
49 N -1.6093 -2.7395 -0.7832  0.12
50 N 0.3722 1.6457 0.9683  -0.45
51 O 1.7013 -0.2270 1.7693  -0.75

Its energy above the lowest of the compared OMol25 structures with the same formula, charge and spin is 1.1 kcal per mole. The expectation value of S² is 6.0254. As for the LUMO energy (spin up / spin down): -0.24 / -1.77 eV. As for the net charge: 0. The total energy is -247985.1079 eV. Its spin multiplicity is 5.

(2)
The following is a DFT calculation (ωB97M-V with the def2-TZVPD basis set) of one molecule with the formula C3H6BN.

Each line ends with the Mulliken charge.
Element x y z (Å)
1 B -1.3828 -0.0363 1.9914  -0.13
2 H 1.2722 -0.6792 -0.2241  0.39
3 N -2.0724 -0.2018 3.0617  -0.07
4 H 0.3502 -2.0430 0.2956  0.30
5 H -2.0915 -0.0609 -0.9241  0.30
6 C -0.5260 -0.1256 0.6785  0.37
7 H -0.3833 0.3231 -1.3772  0.39
8 H -1.5367 1.4026 -0.5330  0.33
9 C 0.6435 -1.0520 0.5755  -1.02
10 C -1.0701 0.3820 -0.6215  -1.13
11 H 1.2185 -1.0552 1.5986  0.28

Its energy above the lowest of the compared OMol25 structures with the same formula, charge and spin is 75.8 kcal per mole. As for the LUMO energy (spin up / spin down): -1.26 / -1.70 eV. As for the net charge: 0. The total energy is -5370.8917 eV.

(3)
The following is a DFT calculation (ωB97M-V with the def2-TZVPD basis set) of C4H9NO3 as an isolated structure.

Each line ends with the Mulliken charge.
Element x y z (Å)
1 C -1.1346 0.4821 -0.3719  -1.14
2 H 0.3825 1.8720 0.2726  0.22
3 N -0.4818 -1.7595 2.0597  -0.13
4 H 1.8821 -0.3598 -0.6243  0.36
5 H 0.7827 -1.0569 0.5317  0.45
6 H 0.5387 0.6620 -2.5535  0.39
7 C 0.6574 1.4930 -1.8560  -1.50
8 H -1.5946 0.6268 0.6054  0.32
9 H -1.8264 0.7563 -1.1627  0.36
10 O -0.8963 -2.8977 4.0667  -0.46
11 H -0.9545 -0.6644 -0.3147  0.36
12 C 0.1864 1.1116 -0.4805  0.73
13 H 0.0517 2.3282 -2.2176  0.39
14 O -0.0616 -1.9039 0.7582  -0.58
15 O 1.3736 -0.0099 0.1198  -0.62
16 H 1.6994 1.8089 -1.8432  0.41
17 C -0.6047 -2.4887 3.0102  0.47

Its energy above the lowest of the compared OMol25 structures with the same formula, charge and spin is 110.5 kcal per mole. As for the LUMO energy: 0.47 eV. As for the net charge: 0. The total energy is -11922.7512 eV.

(4)
The following is a DFT calculation (ωB97M-V with the def2-TZVPD basis set) of a 6-piece molecular cluster, C37H81ClN4O3 overall.

Each line ends with the Mulliken charge.
Element x y z (Å)
1 C 4.5568 9.0615 19.2034  0.67
2 C 10.2205 5.8046 22.5602  -1.58
3 C 10.9584 13.5901 14.4319  -0.79
4 H 1.7480 9.6246 21.1105  0.44
5 H 12.9583 3.1555 19.2628  0.51
6 H 3.2898 6.0392 18.5210  0.33
7 C 11.8940 4.8810 18.6495  -0.22
8 C 8.3746 9.6413 21.7649  0.10
9 N 3.9809 8.0090 18.3746  1.00
10 H 5.7543 7.8875 17.3215  -0.63
11 C 12.3173 4.2177 21.0512  -1.33
12 H 7.8170 4.6444 16.7074  0.48
13 C 8.5538 13.2221 15.0323  -0.56
14 H 8.1349 8.1519 14.3694  0.02
15 H 11.0151 14.6551 14.6662  0.34
16 H 9.7186 10.8797 14.6147  0.60
17 N 7.7377 8.7190 22.7639  0.71
18 H 8.0127 11.5498 20.8634  0.45
19 H 12.5726 5.5911 16.1208  0.37
20 H 7.6043 12.8479 14.6431  0.47
21 N 11.1836 4.5477 17.3800  0.53
22 H 8.0676 12.0401 23.1952  0.40
23 H 11.4779 11.7064 15.3372  0.14
24 H 6.8288 7.6799 21.1425  0.13
25 H 5.0543 6.2960 18.8669  0.13
26 C 4.6903 7.9839 17.0625  0.18
27 H 11.6687 5.0738 21.2421  0.21
28 H 8.9364 3.5935 15.8412  0.41
29 H 8.5298 6.3841 21.3630  0.06
30 H 11.2457 3.0232 19.5825  0.39
31 H 8.5741 9.0233 20.8999  -0.59
32 H 6.6075 10.5305 20.9769  -0.51
33 H 12.1720 3.4128 21.7644  0.38
34 C 9.2371 5.6760 15.4964  1.02
35 C 10.7099 5.6602 15.1596  -1.42
36 H 11.1177 3.0816 15.9322  0.45
37 C 9.7022 4.4535 17.6663  0.06
38 C 11.6593 3.2929 16.8536  -1.07
39 H 9.3691 7.9983 23.8596  0.38
40 H 10.6688 5.1722 21.8023  0.06
41 H 5.7915 8.8743 21.9857  0.36
42 C 7.9385 12.2332 17.0927  -1.45
43 C 9.2759 6.8521 22.0116  1.10
44 H 8.2291 11.4898 17.8413  0.51
45 C 6.5571 8.1175 22.0969  -0.97
46 H 2.7084 9.2884 17.5129  0.33
47 H 11.0127 4.9334 14.4120  0.35
48 H 4.5620 8.9774 16.6287  0.46
49 H 9.6447 5.1318 23.2100  0.47
50 H 8.3757 14.2038 15.4609  0.50
51 H 8.6107 5.5348 14.6071  0.65
52 H 9.6044 3.4972 18.1743  0.33
53 H 1.6781 7.6456 19.8405  0.32
54 O 7.5916 6.9858 18.8754  -0.57
55 H 10.4735 11.8453 17.4281  0.26
56 C 8.3937 7.9395 18.5745  -0.06
57 C 9.0433 10.8312 15.4516  -0.48
58 H 8.2836 9.6491 24.5422  0.48
59 H 9.5162 5.2806 18.3473  -0.27
60 C 7.3654 9.4058 24.0183  -0.71
61 H 11.3080 2.4515 17.4626  0.39
62 H 12.8917 5.2355 18.3912  0.56
63 H 10.9680 6.6575 14.7732  0.51
64 H 7.1419 9.8755 15.9893  -0.10
65 O 9.7254 7.5710 18.3628  0.00
66 H 2.1076 7.6391 17.3541  0.48
67 C 10.2144 12.5959 16.6834  -0.48
68 H 3.8234 6.7273 20.0435  0.47
69 H 10.2506 8.3437 18.0313  -0.31
70 H 6.9568 11.9658 16.7171  0.45
71 H 7.0207 10.9839 14.7059  0.41
72 H 11.6719 13.3508 13.6480  0.38
73 H 0.6917 8.7911 19.0157  0.44
74 C 8.8602 4.5130 16.4306  -1.00
75 H 3.8552 8.5315 21.2014  0.42
76 H 6.7766 8.7185 24.6220  0.42
77 H 5.9787 6.2673 15.0641  0.00
78 H 6.4949 12.4071 22.5949  0.42
79 H 9.7833 7.5743 21.3629  0.16
80 O 8.0995 9.1987 18.5455  -0.48
81 C 4.0377 6.6710 18.9784  -0.99
82 H 9.2964 14.2035 13.3151  0.41
83 C 8.6384 7.6133 23.1436  -1.56
84 H 12.2276 13.0404 16.1328  0.45
85 H 8.9235 6.6305 15.9304  -0.98
86 H 5.5719 8.7126 19.4176  -0.84
87 H 2.1902 10.6259 19.7429  0.37
88 C 7.1621 11.5653 22.7973  -1.10
89 C 12.0927 3.7100 19.6281  -0.57
90 H 11.3292 6.5239 17.0530  0.20
91 H 11.3621 5.6972 19.1343  -0.21
92 H 9.4887 10.2061 16.2327  -0.12
93 H 6.9265 9.0580 13.4067  0.35
94 H 9.5122 12.4964 13.1937  0.29
95 C 4.2164 6.9228 16.1270  -0.46
96 H 6.1271 7.4489 22.8452  0.27
97 H 10.0831 13.5462 17.2120  0.45
98 C 11.5334 5.6659 16.4222  -0.32
99 H 13.3383 4.5821 21.1812  0.46
100 Cl 12.2783 9.2529 16.7273  -0.68
101 C 2.5406 8.3454 18.0443  -0.62
102 H 11.0001 6.2301 23.1931  0.44
103 H 7.9228 13.2175 17.5510  0.49
104 C 9.5411 13.3181 13.9083  -0.67
105 C 2.2965 9.6278 20.1713  -1.04
106 H 5.3897 7.7767 14.4905  0.19
107 C 1.7314 8.5808 19.2670  -0.75
108 H 12.7377 3.2537 16.8288  0.33
109 C 3.7630 9.3181 20.4566  -0.59
110 C 7.8204 9.1363 14.0276  -1.37
111 H 3.1506 6.9689 15.9086  0.33
112 H 8.5899 9.4488 13.3095  0.56
113 C 6.5472 10.6704 23.8327  -0.59
114 H 9.2887 9.9481 22.2821  0.42
115 H 4.3370 5.9657 16.6527  0.42
116 H 5.4937 10.4306 23.6752  0.29
117 H 6.5675 11.0663 24.8525  0.44
118 H 4.1107 10.2455 20.9261  0.22
119 H 8.0416 6.9471 23.7796  0.50
120 C 11.3046 12.7499 15.6369  -0.50
121 C 7.7035 10.2212 15.1196  0.04
122 H 4.4953 6.2381 14.1138  0.46
123 N 8.9161 12.1994 16.0508  0.44
124 H 4.6924 9.9650 18.6134  0.36
125 C 7.5158 10.8280 21.5109  0.29
126 C 5.0589 6.8009 14.8469  -0.96

Its energy above the lowest of the compared OMol25 structures with the same formula, charge and spin is 0.0 kcal per mole. As for the LUMO energy: -3.90 eV. As for the net charge: +2. The total energy is -64295.4977 eV.

(5)
The following is a DFT calculation (ωB97M-V with the def2-TZVPD basis set) of C10H10N4NiOS as an isolated structure.

Each line ends with the Mulliken charge.
Element x y z (Å)
1 C -0.1951 -1.7743 2.5004  -0.66
2 C -1.3460 0.6934 2.9438  -0.55
3 C -0.3752 -1.3442 3.7921  -0.70
4 H -1.8080 1.6594 3.1011  0.41
5 H -0.0783 -1.9647 4.6263  0.39
6 H 0.2434 -2.7486 2.3136  0.31
7 N -0.5381 -0.9939 -1.0356  0.62
8 N -0.6072 -1.7985 -4.4267  -0.39
9 H -0.0528 -2.6306 0.0536  0.36
10 C 1.6819 2.4885 -1.1566  0.64
11 N -0.3477 -1.7342 -2.1791  -1.06
12 H 2.8904 4.1144 -1.6566  0.29
13 C -1.1576 0.2830 1.6046  0.79
14 H -0.2530 -2.7376 -4.4092  0.23
15 C -0.7350 -1.1201 -3.2596  0.58
16 H 3.6977 2.5328 -1.6867  0.28
17 C -0.3632 -1.5871 0.0886  -0.03
18 C -0.9625 -0.0922 4.0034  -0.39
19 S -1.4320 0.4820 -3.3766  -0.36
20 H -1.1228 0.2645 5.0136  0.35
21 Ni -1.0797 0.8756 -1.1615  -0.15
22 C 2.9751 3.1511 -1.1576  -0.90
23 O -1.5513 1.0832 0.6498  -0.83
24 H -0.8940 -1.3758 -5.2875  0.18
25 C -0.5638 -0.9929 1.3904  0.50
26 N 0.6674 1.9653 -1.1558  -0.21
27 H 3.3074 3.3014 -0.1323  0.28

The expectation value of S² is 2.0073. As for the LUMO energy (spin up / spin down): 0.30 / 0.16 eV. As for the net charge: 0. The total energy is -70419.0595 eV. Its spin multiplicity is 3.